[1]
Density functional theory data (the ωB97M-V functional and the def2-TZVPD basis) for one molecule with the formula C18H21N3O3S.

ORCA input file:
```
! wB97M-V def2-TZVPD RIJCOSX def2/J DEFGRID3
* xyz 0 1
N 3.479 2.375 -1.062
C 2.905 1.616 -0.419
C 2.250 0.690 0.401
C 1.157 0.993 1.129
N 0.600 0.072 1.990
C 1.180 -1.116 2.359
O 0.600 -1.882 3.090
C 2.576 -1.327 1.816
H 2.797 -2.395 1.826
C 2.752 -0.745 0.416
C 1.966 -1.499 -0.616
C 0.912 -2.360 -0.514
C 0.542 -2.681 -1.843
C 1.393 -1.988 -2.645
O 2.259 -1.276 -1.912
H 1.478 -1.915 -3.710
H -0.247 -3.337 -2.149
H 0.467 -2.739 0.383
H 3.809 -0.756 0.130
H 3.262 -0.831 2.509
H -0.291 0.298 2.414
S 0.296 2.543 1.056
C -0.037 2.621 -0.737
C -0.592 1.287 -1.231
O -0.072 0.677 -2.138
N -1.670 0.867 -0.549
H -2.059 1.459 0.168
C -2.366 -0.372 -0.836
C -2.508 -1.217 0.432
C -3.472 -0.586 1.434
C -4.836 -0.357 0.789
C -4.703 0.527 -0.447
C -3.741 -0.097 -1.455
H -3.621 0.559 -2.319
H -4.152 -1.044 -1.807
H -5.681 0.659 -0.915
H -4.347 1.518 -0.153
H -5.515 0.106 1.508
H -5.262 -1.320 0.499
H -3.574 -1.243 2.299
H -3.077 0.368 1.795
H -2.886 -2.199 0.145
H -1.528 -1.362 0.889
H -1.735 -0.896 -1.562
H 0.878 2.869 -1.273
H -0.765 3.423 -0.860
*
```

Summary:
LUMO: 0.059 eV
Energy above the lowest of the compared OMol25 structures with the same formula, charge and spin: 42.5 kcal/mol
HOMO: -8.5 eV
Structure (SMILES): N#CC1=C(SCC(=O)NC2CCCCC2)NC(=O)C[C@H]1c1ccco1
Gap between HOMO and LUMO: 8.557 eV
Calculated total energy: -1486.7124 a.u.



[2]
Density functional theory data (the ωB97M-V functional and the def2-TZVPD basis) for C5H12O3 as an isolated structure.

ORCA input file:
```
! wB97M-V def2-TZVPD RIJCOSX def2/J DEFGRID3
* xyz 0 1
C 0.079 0.420 0.269
C 0.334 -0.984 0.016
C -0.209 1.332 -0.892
C -0.553 0.796 1.589
C -1.421 -1.338 -0.231
O 1.809 0.623 0.718
O 2.614 1.005 -0.401
O 1.028 -1.276 -1.138
H 2.698 0.180 -0.907
H 1.170 -2.227 -1.188
H 0.620 -1.568 0.891
H -1.219 1.730 -0.834
H 0.518 2.145 -0.846
H -0.060 0.854 -1.858
H -1.630 0.921 1.488
H -0.129 1.749 1.897
H -0.343 0.056 2.359
H -1.587 -2.271 0.305
H -1.500 -1.477 -1.305
H -2.220 -0.669 0.068
*
```

Summary:
LUMO: 0.582 eV
Energy above the lowest of the compared OMol25 structures with the same formula, charge and spin: 125.7 kcal/mol
HOMO: -8.7 eV
Gap between HOMO and LUMO: 9.297 eV
Calculated total energy: -423.2535 a.u.



[3]
Density functional theory data (the ωB97M-V functional and the def2-TZVPD basis) for C24H36N2RhSi as an isolated structure.

ORCA input file:
```
! wB97M-V def2-TZVPD RIJCOSX def2/J DEFGRID3
* xyz 1 5
C -0.018 -4.099 -1.447
C 0.638 -2.948 -1.997
C 1.665 -2.548 -1.081
H 0.378 -2.464 -2.936
C 1.645 -3.438 0.045
C 0.619 -4.413 -0.195
H 0.393 -5.236 0.471
H -0.858 -4.609 -1.903
H 2.352 -1.712 -1.222
H 2.253 -3.387 0.947
Rh -0.121 -2.537 -0.183
C 0.478 -0.568 0.461
H 1.366 -0.643 1.104
H -0.342 -0.100 1.007
H 0.715 0.039 -0.427
Si 0.926 3.731 1.188
C 0.576 4.422 -0.488
C 1.159 3.836 -1.624
H 1.839 2.987 -1.516
C 0.876 4.344 -2.898
H 1.335 3.883 -3.775
C 0.011 5.435 -3.047
H -0.212 5.824 -4.043
C -0.566 6.025 -1.914
H -1.237 6.880 -2.032
C -0.287 5.524 -0.639
H -0.728 5.985 0.247
C 2.728 3.355 1.361
C 3.712 4.225 0.860
H 3.424 5.150 0.354
C 5.069 3.908 1.004
H 5.828 4.581 0.602
C 5.453 2.730 1.659
H 6.511 2.484 1.770
C 4.473 1.871 2.175
H 4.769 0.951 2.684
C 3.117 2.187 2.043
H 2.352 1.529 2.461
H 0.100 2.521 1.383
H 0.615 4.754 2.205
C -2.005 -3.614 2.098
N -2.218 -3.928 0.666
C -2.241 -5.393 0.499
C -3.436 -3.348 0.037
C -3.194 -2.168 -0.910
N -2.320 -1.160 -0.296
C -2.093 -0.043 -1.229
C -2.881 -0.641 0.974
H -2.880 -3.856 2.725
H -1.733 -2.559 2.209
H -1.154 -4.212 2.447
H -3.194 -5.804 0.859
H -2.142 -5.640 -0.561
H -1.432 -5.859 1.067
H -3.875 -4.144 -0.583
H -4.173 -3.079 0.812
H -2.705 -2.509 -1.832
H -4.170 -1.715 -1.162
H -3.050 0.364 -1.598
H -1.554 0.756 -0.710
H -1.492 -0.394 -2.074
H -3.601 0.173 0.784
H -3.391 -1.437 1.521
H -2.070 -0.249 1.595
*
```

Summary:
LUMO (alpha / beta): -3.837 / -8.252 eV
⟨S²⟩: 6.026
HOMO (alpha / beta): -6.4 / -10.4 eV
Gap between HOMO and LUMO (alpha / beta): 2.564 / 2.137 eV
Calculated total energy: -1445.0782 a.u.



[4]
Density functional theory data (the ωB97M-V functional and the def2-TZVPD basis) for C13H13LiO as an isolated structure.

ORCA input file:
```
! wB97M-V def2-TZVPD RIJCOSX def2/J DEFGRID3
* xyz 0 1
C -1.879 1.093 2.704
C -0.826 2.199 2.558
C 0.220 1.099 2.324
O 1.407 1.103 2.117
C -0.831 -0.005 2.490
H -2.302 1.062 3.711
H -2.660 1.119 1.942
H -0.967 2.847 1.685
H -0.646 2.785 3.465
H -0.646 -0.643 3.363
H -0.970 -0.603 1.581
C -1.412 -0.263 -2.055
Li 1.964 -0.422 -2.985
C -1.282 0.994 -1.418
C -0.024 1.041 -0.771
C 0.684 -0.168 -1.051
C -0.172 -0.974 -1.892
C 0.348 -2.139 -2.462
C 1.671 -2.508 -2.202
C 2.477 -1.755 -1.330
C 1.982 -0.593 -0.740
H -2.274 -0.647 -2.602
H -2.021 1.794 -1.416
H 0.390 1.864 -0.192
H -0.317 -2.755 -3.068
H 2.065 -3.428 -2.638
H 3.486 -2.091 -1.106
H 2.538 -0.006 -0.012
*
```

Summary:
LUMO: -0.539 eV
HOMO: -6.5 eV
Gap between HOMO and LUMO: 5.955 eV
Calculated total energy: -585.9041 a.u.



[5]
Density functional theory data (the ωB97M-V functional and the def2-TZVPD basis) for C2H4O2Sn as an isolated structure.

ORCA input file:
```
! wB97M-V def2-TZVPD RIJCOSX def2/J DEFGRID3
* xyz 0 1
C -0.410 0.199 -0.398
C -1.172 0.211 0.743
O -2.499 0.429 0.833
Sn -2.551 -0.419 -0.825
H -0.895 0.714 -1.279
H -0.704 -0.058 1.707
H 1.918 -0.388 -0.452
O 2.947 -0.630 -0.490
H 3.364 -0.059 0.161
*
```

Summary:
LUMO: -1.193 eV
Energy above the lowest of the compared OMol25 structures with the same formula, charge and spin: 0.0 kcal/mol
HOMO: -8.8 eV
Gap between HOMO and LUMO: 7.632 eV
Calculated total energy: -443.2248 a.u.



[6]
Density functional theory data (the ωB97M-V functional and the def2-TZVPD basis) for C25H33N5O4SbSiTl as an isolated structure.

ORCA input file:
```
! wB97M-V def2-TZVPD RIJCOSX def2/J DEFGRID3
* xyz -2 1
Tl 0.113 -0.524 1.125
N -2.687 -0.394 0.818
C -3.225 0.935 1.116
C -2.315 1.845 1.958
O -2.797 2.984 2.216
N -1.159 1.344 2.336
C -0.414 2.119 3.305
C 0.973 1.552 3.651
O 1.611 2.183 4.520
O 1.364 0.515 3.030
H -3.317 -0.916 0.224
H -2.540 -0.941 1.665
H -4.180 0.892 1.657
H -3.419 1.451 0.178
H -0.967 2.188 4.249
H -0.261 3.155 2.987
C 3.575 0.896 0.572
C 3.409 0.458 -0.853
C 4.553 0.115 -1.590
C 4.433 -0.273 -2.909
C 3.167 -0.294 -3.475
C 2.079 0.074 -2.687
N 2.191 0.430 -1.404
Sb 0.222 0.207 -3.779
C -0.842 1.696 -2.652
C -2.156 2.025 -2.957
C -2.718 3.120 -2.310
C -1.960 3.830 -1.398
C -0.649 3.426 -1.136
C 0.199 4.148 -0.135
N -0.102 2.390 -1.786
C -0.803 -1.546 -3.057
C -1.970 -1.964 -3.690
C -2.610 -3.093 -3.194
C -2.049 -3.768 -2.127
C -0.835 -3.325 -1.589
C -0.153 -4.078 -0.497
N -0.240 -2.221 -2.056
H 4.231 0.206 1.106
H 4.040 1.886 0.605
H 2.638 0.945 1.118
H 5.525 0.187 -1.116
H 5.307 -0.528 -3.498
H 3.011 -0.581 -4.508
H -2.722 1.448 -3.679
H -3.741 3.417 -2.515
H -2.373 4.679 -0.868
H 0.376 5.183 -0.445
H -0.322 4.164 0.824
H 1.146 3.624 -0.017
H -2.363 -1.425 -4.544
H -3.531 -3.443 -3.647
H -2.522 -4.652 -1.717
H -0.346 -5.151 -0.579
H 0.917 -3.876 -0.507
H -0.517 -3.732 0.486
C 0.080 -2.674 4.987
Si -1.514 -2.536 3.961
C -2.527 -4.069 4.517
C -2.433 -1.038 4.677
O -1.315 -2.498 2.393
H -0.103 -2.529 6.058
H 0.798 -1.911 4.660
H 0.554 -3.656 4.858
H -2.591 -4.157 5.610
H -2.048 -4.981 4.135
H -3.550 -4.044 4.119
H -2.476 -1.057 5.773
H -3.460 -0.963 4.298
H -1.907 -0.125 4.370
*
```

Summary:
LUMO: 4.137 eV
Energy above the lowest of the compared OMol25 structures with the same formula, charge and spin: 0.0 kcal/mol
HOMO: -1.5 eV
Gap between HOMO and LUMO: 5.658 eV
Calculated total energy: -2249.5337 a.u.



[7]
Density functional theory data (the ωB97M-V functional and the def2-TZVPD basis) for a 10-piece molecular cluster, C54H72N6O9 overall.

ORCA input file:
```
! wB97M-V def2-TZVPD RIJCOSX def2/J DEFGRID3
* xyz 0 1
C -5.839 -2.395 7.183
C -4.858 -1.246 6.767
C -3.765 -1.740 5.716
O -2.743 -0.746 5.479
C -1.416 -1.183 5.024
N -5.557 -0.230 6.037
H -6.650 -2.099 7.848
H -5.317 -3.094 7.837
H -6.319 -2.917 6.356
H -4.292 -0.790 7.579
H -4.303 -2.181 4.877
H -3.286 -2.652 6.073
H -0.679 -0.524 5.483
H -1.301 -0.997 3.956
H -1.158 -2.232 5.173
H -4.725 0.182 5.641
H -5.948 -0.549 5.163
C -5.286 -0.132 2.114
C -5.699 -0.100 0.652
C -5.386 1.241 -0.065
O -6.142 1.409 -1.354
C -6.917 2.643 -1.355
N -4.963 -1.098 -0.120
H -5.103 0.884 2.462
H -4.391 -0.750 2.194
H -5.990 -0.643 2.770
H -6.758 -0.300 0.491
H -4.315 1.233 -0.263
H -5.406 2.095 0.612
H -7.894 2.505 -0.893
H -7.146 3.076 -2.329
H -6.321 3.443 -0.913
H -5.248 -1.005 -1.084
H -5.350 -2.010 0.076
C 1.984 3.364 0.365
C 2.629 4.661 0.612
C 2.541 5.323 1.984
O 1.150 5.618 2.256
C 0.943 6.316 3.525
N 4.072 4.438 0.254
H 2.365 2.756 -0.456
H 0.905 3.389 0.215
H 2.145 2.762 1.260
H 2.222 5.338 -0.139
H 3.203 6.189 2.007
H 2.933 4.650 2.747
H -0.062 6.736 3.474
H 1.680 7.092 3.729
H 1.006 5.576 4.322
H 4.350 3.768 -0.449
H 4.713 4.292 1.022
C 4.944 -2.535 -5.199
C 3.626 -2.845 -5.063
C 3.196 -4.127 -5.277
C 4.003 -5.145 -5.783
C 5.355 -4.780 -6.056
C 5.802 -3.523 -5.695
H 5.269 -1.536 -4.951
H 2.963 -2.078 -4.692
H 2.252 -4.381 -4.820
H 3.790 -6.203 -5.830
H 6.058 -5.425 -6.562
H 6.869 -3.381 -5.784
C 4.284 1.955 -3.843
C 4.710 3.106 -3.225
C 3.866 4.149 -2.984
C 2.560 4.058 -3.365
C 2.097 2.907 -3.984
C 2.962 1.855 -4.215
H 4.934 1.130 -4.093
H 5.769 3.055 -3.015
H 4.163 5.071 -2.506
H 1.878 4.862 -3.132
H 1.074 2.975 -4.323
H 2.596 0.954 -4.685
C 0.787 -6.304 -0.675
C -0.510 -6.720 -0.815
C -1.568 -5.861 -1.072
C -1.290 -4.543 -1.315
C 0.055 -4.151 -1.323
C 1.132 -5.013 -1.098
H 1.615 -6.862 -0.263
H -0.729 -7.749 -0.569
H -2.601 -6.175 -1.114
H -2.070 -3.862 -1.622
H 0.163 -3.090 -1.494
H 2.150 -4.671 -1.213
C 5.383 1.396 0.801
C 6.034 0.818 -0.215
C 7.381 0.609 -0.130
C 8.141 1.316 0.821
C 7.472 2.184 1.627
C 6.092 2.132 1.717
H 4.309 1.290 0.824
H 5.494 0.246 -0.956
H 7.876 -0.042 -0.836
H 9.212 1.211 0.906
H 8.051 2.611 2.434
H 5.607 2.783 2.429
C -0.809 0.158 0.686
C -0.833 -0.017 -0.675
C 0.288 -0.298 -1.332
C 1.528 -0.450 -0.658
C 1.541 -0.238 0.738
C 0.348 -0.042 1.415
N 2.745 -0.819 -1.424
O 3.623 -1.330 -0.701
O 2.625 -0.807 -2.672
H -1.775 0.480 1.049
H -1.759 0.126 -1.213
H 0.179 -0.517 -2.384
H 2.493 -0.213 1.246
H 0.330 0.141 2.479
C -3.452 -3.280 -8.099
C -4.533 -2.620 -7.669
C -4.538 -2.119 -6.335
C -3.445 -2.388 -5.529
C -2.299 -3.082 -6.058
C -2.321 -3.542 -7.347
N -3.279 -1.664 -4.245
O -2.180 -1.623 -3.667
O -4.341 -1.156 -3.766
H -3.586 -3.706 -9.082
H -5.443 -2.487 -8.237
H -5.369 -1.600 -5.880
H -1.375 -3.051 -5.501
H -1.466 -3.979 -7.842
C -0.510 2.655 3.359
C 0.609 2.467 4.111
C 0.565 2.029 5.390
C -0.620 1.856 6.038
C -1.808 2.102 5.390
C -1.741 2.477 4.035
N -0.695 1.380 7.426
O 0.344 0.935 7.888
O -1.699 1.512 8.176
H -0.496 2.893 2.306
H 1.618 2.426 3.729
H 1.513 1.729 5.811
H -2.796 2.011 5.815
H -2.696 2.610 3.549
*
```

Summary:
LUMO: -0.986 eV
HOMO: -8.7 eV
Structure (SMILES): O=[N+]([O-])c1ccccc1.O=[N+]([O-])c1ccccc1.O=[N+]([O-])c1ccccc1.COC[C@H](C)N.COC[C@H](C)N.COC[C@H](C)N.c1ccccc1.c1ccccc1.c1ccccc1.c1ccccc1
Gap between HOMO and LUMO: 7.677 eV
Calculated total energy: -3106.0235 a.u.



[8]
Density functional theory data (the ωB97M-V functional and the def2-TZVPD basis) for C50H39Br2ClI2LaN12O6S3 as an isolated structure.

ORCA input file:
```
! wB97M-V def2-TZVPD RIJCOSX def2/J DEFGRID3
* xyz 1 1
La 0.062 0.388 -0.217
C 10.989 -1.112 -9.253
O 10.254 -2.193 -8.721
C 9.222 -1.931 -7.895
C 8.525 -3.042 -7.405
C 7.453 -2.885 -6.558
C 7.040 -1.607 -6.170
C 7.745 -0.503 -6.654
C 8.815 -0.655 -7.506
C 5.907 -1.354 -5.314
N 5.582 -0.150 -4.889
C 4.471 -0.304 -4.134
C 4.096 -1.650 -4.094
N 5.025 -2.303 -4.858
C 2.930 -2.082 -3.419
C 2.398 -3.379 -3.508
C 1.250 -3.677 -2.818
C 0.676 -2.689 -2.015
N 1.145 -1.461 -1.911
C 2.228 -1.121 -2.637
C 2.640 0.266 -2.640
N 1.957 1.151 -1.886
C 2.222 2.435 -2.040
C 3.184 2.941 -2.913
C 3.966 2.056 -3.613
C 3.711 0.690 -3.462
H 11.754 -1.556 -9.886
H 11.467 -0.525 -8.463
H 10.355 -0.457 -9.858
H 8.853 -4.020 -7.714
H 6.940 -3.767 -6.203
H 7.421 0.479 -6.352
H 9.326 0.224 -7.863
H 5.047 -3.286 -5.079
H 2.882 -4.121 -4.127
H 0.783 -4.647 -2.872
H -0.203 -2.933 -1.437
H 1.637 3.124 -1.445
H 3.310 4.006 -3.019
H 4.758 2.366 -4.278
N 3.558 -2.754 0.556
C 4.493 -1.846 0.126
C 5.837 -1.971 -0.194
C 6.502 -0.821 -0.572
C 5.849 0.414 -0.596
C 4.517 0.547 -0.267
C 3.812 -0.607 0.074
N 2.495 -0.796 0.434
C 2.387 -2.074 0.730
C 1.202 -2.731 1.230
C 1.186 -3.913 1.929
S -0.403 -4.315 2.407
C -0.951 -2.886 1.631
N -0.033 -2.172 1.064
H 3.706 -3.739 0.711
H 6.342 -2.922 -0.131
H 7.550 -0.871 -0.832
H 6.416 1.288 -0.879
H 4.040 1.514 -0.237
H 2.007 -4.541 2.206
H -1.998 -2.641 1.642
C 3.558 -0.435 3.394
C 2.179 -0.590 3.953
C 2.027 -1.101 5.259
C 0.784 -1.159 5.819
C -0.320 -0.692 5.080
C -1.639 -0.655 5.571
Br -2.030 -1.212 7.349
C -2.665 -0.182 4.797
C -2.405 0.273 3.510
Br -3.848 0.985 2.466
C -1.143 0.230 2.912
O -0.950 0.564 1.686
C -0.074 -0.248 3.753
N 1.159 -0.216 3.218
H 4.211 0.017 4.140
H 3.532 0.197 2.513
H 3.984 -1.404 3.125
H 2.894 -1.440 5.804
H 0.629 -1.530 6.821
H -3.677 -0.160 5.167
O -0.564 2.270 -2.110
Cl -0.966 1.265 -3.079
O 0.099 1.015 -3.964
O -2.120 1.714 -3.732
O -1.235 0.075 -2.316
I -3.081 -0.564 0.007
I -3.107 -2.742 -1.658
C 3.171 7.268 2.631
C 3.460 5.849 2.306
C 4.709 5.282 2.283
C 4.821 3.916 1.933
N 3.781 3.208 1.554
C 2.564 3.752 1.556
S 1.153 3.004 1.078
N 2.417 5.062 1.983
C 6.137 3.224 1.981
H 4.079 7.801 2.890
H 2.470 7.335 3.461
H 2.710 7.752 1.770
H 5.583 5.856 2.529
H 1.467 5.414 2.023
H 6.949 3.921 2.160
H 6.311 2.680 1.056
H 6.124 2.486 2.781
S -2.093 2.779 0.396
C -1.917 4.374 0.018
N -1.571 4.747 -1.270
C -1.473 6.035 -1.626
C -1.703 7.014 -0.699
C -2.023 6.581 0.610
N -2.119 5.331 0.941
H -1.370 3.979 -1.911
H -1.214 6.245 -2.653
H -1.645 8.057 -0.949
H -2.203 7.293 1.407
*
```

Summary:
LUMO: -2.895 eV
Energy above the lowest of the compared OMol25 structures with the same formula, charge and spin: 46.2 kcal/mol
HOMO: -9.2 eV
Gap between HOMO and LUMO: 6.297 eV
Calculated total energy: -10466.9372 a.u.



> Among the records above, which one has the lowest calculated total energy?

C50H39Br2ClI2LaN12O6S3



> Which value of calculated total energy does entry 6 give?

-2249.5337 a.u.